No. 1
C5H11N | ωB97M-V/def2-TZVPD

## Properties
Electronic energy: -6852.6423 eV
SMILES: CC#N.CCC
Charge: 0
Energy above the lowest of the compared OMol25 structures with the same formula, charge and spin: 20.44 kcal per mole
Highest occupied orbital energy: -10.928 eV

Bonds (Å) are listed after each position.
CARTESIAN COORDINATES (ANGSTROEM)
1 C 1.17971 0.46182 -0.05479  C2 1.521, C3 1.501, H4 1.092, H5 1.167
2 C 1.58799 -0.96902 -0.37199  C1 1.521, H6 1.094, H7 1.093, H8 1.088
3 C 1.14276 0.76126 1.41578  C1 1.501, H9 1.088, H10 1.138, H11 1.089
4 H 1.81808 1.17081 -0.58699  C1 1.092
5 H 0.07118 0.58063 -0.39964  C1 1.167
6 H 2.57790 -1.18919 0.03741  C2 1.094
7 H 1.61035 -1.14039 -1.45081  C2 1.093
8 H 0.88205 -1.66798 0.07092  C2 1.088
9 H 2.03416 0.42242 1.93960  C3 1.088
10 H 0.18924 0.28236 1.81264  C3 1.138
11 H 1.00639 1.82410 1.60729  C3 1.089
12 C -2.48103 -0.17189 -1.12762  C13 1.448, H15 1.089, H16 1.084, H17 1.091
13 C -1.93098 0.18852 0.16263  C12 1.448, N14 1.160
14 N -1.82058 0.24025 1.31571  C13 1.160
15 H -2.53140 0.70621 -1.77017  C12 1.089
16 H -1.85068 -0.91956 -1.59610  C12 1.084
17 H -3.48515 -0.58036 -1.00388  C12 1.091


No. 2
C5H11N | ωB97M-V/def2-TZVPD

## Properties
Electronic energy: -6849.5607 eV
Charge: 0
Energy above the lowest of the compared OMol25 structures with the same formula, charge and spin: 91.50 kcal per mole
Highest occupied orbital energy: -6.720 eV

Bonds (Å) are listed after each position.
CARTESIAN COORDINATES (ANGSTROEM)
1 C 2.05361 0.14578 -0.47612  N2 1.314, H7 1.082, H9 1.079
2 N 1.13703 -0.27291 0.36664  C1 1.314, C3 1.467, C4 1.295
3 C 0.62571 0.07249 1.69755  N2 1.467, C4 1.461, H10 1.099, H11 1.095
4 C 0.05206 -0.87194 0.74242  N2 1.295, C3 1.461, C6 1.477
5 C -1.03322 1.42894 -1.13992  H8 1.095, H12 1.094, H13 1.094, H14 1.091
6 C -1.04121 -1.73943 0.25771  C4 1.477, H15 1.096, H16 1.096, H17 1.098
7 H 2.07186 -0.26976 -1.47457  C1 1.082
8 H 0.04430 1.30640 -0.99055  C5 1.095
9 H 2.79243 0.84881 -0.12233  C1 1.079
10 H 0.26050 1.10507 1.79041  C3 1.099
11 H 1.22844 -0.26668 2.54623  C3 1.095
12 H -1.56982 1.32570 -0.19208  C5 1.094
13 H -1.38892 0.66614 -1.83913  C5 1.094
14 H -1.21634 2.42049 -1.55673  C5 1.091
15 H -2.00029 -1.40932 0.67251  C6 1.096
16 H -1.12009 -1.70295 -0.83448  C6 1.096
17 H -0.89604 -2.78685 0.55245  C6 1.098


No. 3
C5H11N | ωB97M-V/def2-TZVPD

## Properties
Electronic energy: -6853.4311 eV
SMILES: C[C@@H]1CCCN1
Charge: 0
Energy above the lowest of the compared OMol25 structures with the same formula, charge and spin: 2.25 kcal per mole
Highest occupied orbital energy: -8.901 eV

Bonds (Å) are listed after each position.
CARTESIAN COORDINATES (ANGSTROEM)
1 N 0.55290 0.44696 1.05035  C2 1.460, C5 1.451, H7 1.013
2 C 1.55884 0.74590 0.03557  N1 1.460, C3 1.563, H8 1.095, H9 1.091
3 C 1.11838 0.02262 -1.27773  C2 1.563, C4 1.536, H10 1.089, H11 1.085
4 C -0.34164 -0.37199 -1.01207  C3 1.536, C5 1.545, H12 1.091, H13 1.090
5 C -0.70003 0.29389 0.33486  N1 1.451, C4 1.545, C6 1.518, H14 1.093
6 C -1.71567 -0.49372 1.14340  C5 1.518, H15 1.087, H16 1.091, H17 1.091
7 H 0.79922 -0.41757 1.51826  N1 1.013
8 H 1.60863 1.82659 -0.13182  C2 1.095
9 H 2.55013 0.43244 0.36568  C2 1.091
10 H 1.74190 -0.85991 -1.41122  C3 1.089
11 H 1.26393 0.67837 -2.13000  C3 1.085
12 H -0.42979 -1.45500 -0.91159  C4 1.091
13 H -0.98262 -0.06115 -1.83662  C4 1.090
14 H -1.10724 1.28822 0.13634  C5 1.093
15 H -2.59809 -0.78198 0.57701  C6 1.087
16 H -2.06610 0.09706 1.99132  C6 1.091
17 H -1.25274 -1.39074 1.55826  C6 1.091


No. 4
C5H11N | ωB97M-V/def2-TZVPD

## Properties
Electronic energy: -6847.8655 eV
Charge: 0
Energy above the lowest of the compared OMol25 structures with the same formula, charge and spin: 130.59 kcal per mole
Highest occupied orbital energy: -8.988 eV

Bonds (Å) are listed after each position.
CARTESIAN COORDINATES (ANGSTROEM)
1 C -1.88074 0.76873 -0.00822  C2 1.373, H8 1.089, H9 1.084
2 C -1.77744 -0.26665 -0.90428  C1 1.373, H10 1.091, H11 1.081
3 N 0.21111 -0.89684 -0.66325  C4 1.306, C5 1.484
4 C 0.50911 -1.24659 0.55890  N3 1.306, C5 1.449, H13 1.084
5 C 0.98570 0.06243 0.16192  N3 1.484, C4 1.449, C6 1.503, H14 1.098
6 C 2.35595 0.51138 -0.26194  C5 1.503, H15 1.096, H16 1.096, H17 1.092
7 H -1.15622 -0.06034 1.24892  no bonds
8 H -1.36818 1.70204 -0.23617  C1 1.089
9 H -2.67418 0.84129 0.72739  C1 1.084
10 H -2.31313 -1.19351 -0.69465  C2 1.091
11 H -1.48179 -0.12670 -1.93436  C2 1.081
12 H -0.62474 -0.69901 1.46986  no bonds
13 H 0.71347 -2.21108 1.00861  C4 1.084
14 H 0.40370 0.87388 0.61844  C5 1.098
15 H 2.99412 0.65453 0.61742  C6 1.096
16 H 2.26837 1.48150 -0.76483  C6 1.096
17 H 2.83486 -0.19505 -0.94375  C6 1.092


No. 5
C5H11N | ωB97M-V/def2-TZVPD

## Properties
Electronic energy: -6852.3938 eV
SMILES: C/C=C/CCN
Charge: 0
Energy above the lowest of the compared OMol25 structures with the same formula, charge and spin: 26.17 kcal per mole
Highest occupied orbital energy: -9.155 eV

Bonds (Å) are listed after each position.
CARTESIAN COORDINATES (ANGSTROEM)
1 C 1.46638 -1.21946 -0.59297  C2 1.557, N6 1.452, H7 1.082, H8 1.098
2 C 0.36872 -0.20985 -1.03869  C1 1.557, C3 1.512, H9 1.086, H10 1.090
3 C -0.10761 0.54526 0.18194  C2 1.512, C4 1.324, H11 1.091
4 C -1.16839 1.33550 0.22744  C3 1.324, C5 1.503, H12 1.092
5 C -1.61171 2.26337 1.32382  C4 1.503, H13 1.091, H14 1.083, H15 1.097
6 N 1.07240 -2.56237 -0.20758  C1 1.452, H16 1.013, H17 1.012
7 H 2.01324 -0.76704 0.22337  C1 1.082
8 H 2.23677 -1.36882 -1.36111  C1 1.098
9 H -0.50230 -0.74251 -1.40877  C2 1.086
10 H 0.72050 0.51578 -1.77205  C2 1.090
11 H 0.53206 0.60516 1.06351  C3 1.091
12 H -1.87041 1.44175 -0.60166  C4 1.092
13 H -0.87944 2.83011 1.90152  C5 1.091
14 H -2.25459 1.71140 1.99857  C5 1.083
15 H -2.23277 3.07855 0.93254  C5 1.097
16 H 0.58445 -2.63216 0.67752  N6 1.013
17 H 0.35089 -2.89961 -0.83192  N6 1.012


No. 6
C5H11N | ωB97M-V/def2-TZVPD

## Properties
Electronic energy: -6849.5041 eV
SMILES: CN1C=C1.CC
Charge: 0
Energy above the lowest of the compared OMol25 structures with the same formula, charge and spin: 92.81 kcal per mole
Highest occupied orbital energy: -8.349 eV

Bonds (Å) are listed after each position.
CARTESIAN COORDINATES (ANGSTROEM)
1 C -1.05169 1.77251 -1.71611  C2 1.528, H7 1.096, H8 1.097, H9 1.095
2 C 0.08010 0.75722 -1.86794  C1 1.528, H10 1.095, H11 1.096, H13 1.093
3 C -0.40601 -0.11473 1.20490  C4 1.276, N5 1.491, H12 1.077
4 C -0.90869 -1.28184 1.32215  C3 1.276, N5 1.491, H14 1.077
5 N 0.50538 -1.24125 0.85247  C3 1.491, C4 1.491, C6 1.469
6 C 1.49260 -1.54829 1.89638  N5 1.469, H15 1.096, H16 1.095, H17 1.101
7 H -2.02959 1.31270 -1.89693  C1 1.096
8 H -1.07888 2.20875 -0.70987  C1 1.097
9 H -0.93870 2.60263 -2.42189  C1 1.095
10 H 0.19786 0.45427 -2.91348  C2 1.095
11 H 1.03767 1.17224 -1.53341  C2 1.096
12 H -0.40837 0.96088 1.15179  C3 1.077
13 H -0.08935 -0.14890 -1.28125  C2 1.093
14 H -1.69539 -2.00601 1.45445  C4 1.077
15 H 2.40399 -0.97211 1.70220  C6 1.096
16 H 1.75034 -2.61134 1.84361  C6 1.095
17 H 1.13872 -1.31673 2.91294  C6 1.101


No. 7
C5H11N | ωB97M-V/def2-TZVPD

## Properties
Electronic energy: -6849.6536 eV
Charge: 0
Energy above the lowest of the compared OMol25 structures with the same formula, charge and spin: 89.36 kcal per mole
Highest occupied orbital energy (spin up / spin down): -7.042 / -7.043 eV

Bonds (Å) are listed after each position.
CARTESIAN COORDINATES (ANGSTROEM)
1 C -1.65888 1.75331 0.87639  H7 1.094, H8 1.093, H9 1.094, H14 1.094
2 C -1.12317 -1.10380 -1.01107  N3 1.299, H10 1.082, H11 1.083
3 N -0.06645 -0.90917 -0.28061  C2 1.299, C4 1.456, C5 1.321
4 C 0.72581 -1.61773 0.71379  N3 1.456, C5 1.479, H12 1.093, H13 1.099
5 C 1.04483 -0.30769 0.10531  N3 1.321, C4 1.479, C6 1.488
6 C 2.13927 0.30640 -0.69432  C5 1.488, H15 1.095, H16 1.095, H17 1.102
7 H -2.35395 1.00569 1.26891  C1 1.094
8 H -1.63078 2.61762 1.54536  C1 1.093
9 H -1.99302 2.07183 -0.11494  C1 1.094
10 H -1.79374 -1.90729 -0.73754  C2 1.082
11 H -1.34432 -0.41938 -1.82087  C2 1.083
12 H 0.30973 -1.66804 1.72274  C4 1.093
13 H 1.13546 -2.56758 0.34171  C4 1.099
14 H -0.66119 1.31079 0.80498  C1 1.094
15 H 2.84008 0.84874 -0.05164  C6 1.095
16 H 1.71933 1.02924 -1.40232  C6 1.095
17 H 2.71099 -0.44291 -1.26588  C6 1.102


No. 8
C5H11N2 | ωB97M-V/def2-TZVPD

## Properties
Electronic energy: -8333.1016 eV
Charge: +1
Energy above the lowest of the compared OMol25 structures with the same formula, charge and spin: 92.64 kcal per mole
Highest occupied orbital energy: -13.603 eV

Bonds (Å) are listed after each position.
CARTESIAN COORDINATES (ANGSTROEM)
1 C 2.91254 -0.77905 0.11057  C2 1.222, H8 1.052
2 C 2.56635 0.17638 0.78957  C1 1.222, H10 1.067
3 C -1.14432 0.52552 0.19893  C5 1.315, N6 1.423, N7 1.517
4 C -0.60591 -1.70499 -0.76505  C5 1.494, H11 1.095, H12 1.100, H13 1.068
5 C -1.52138 -0.67038 -0.19714  C3 1.315, C4 1.494, H14 1.074
6 N -1.71246 1.60681 0.92953  C3 1.423, H15 1.042, H16 1.024
7 N 0.25280 0.94751 -0.21433  C3 1.517, H9 1.032, H17 0.978, H18 1.096
8 H 2.73275 -1.39086 -0.72663  C1 1.052
9 H 0.34750 1.85652 0.26405  N7 1.032
10 H 2.79385 0.87955 1.55868  C2 1.067
11 H -0.40305 -1.33865 -1.77687  C4 1.095
12 H -1.00641 -2.72211 -0.63824  C4 1.100
13 H 0.29797 -1.64825 -0.19902  C4 1.068
14 H -2.47748 -1.11263 0.01296  C5 1.074
15 H -2.06693 2.31796 0.25526  N6 1.042
16 H -2.49087 1.45236 1.57716  N6 1.024
17 H 0.29024 1.09334 -1.18072  N7 0.978
18 H 1.23480 0.51096 0.00129  N7 1.096


No. 9
C5H11N2 | ωB97M-V/def2-TZVPD

## Properties
Electronic energy: -8335.5262 eV
SMILES: C=N/C=C/CC[NH3+]
Charge: +1
Energy above the lowest of the compared OMol25 structures with the same formula, charge and spin: 36.73 kcal per mole
Highest occupied orbital energy: -13.065 eV

Bonds (Å) are listed after each position.
CARTESIAN COORDINATES (ANGSTROEM)
1 C -0.49169 -1.15611 1.81334  C2 1.560, N7 1.517, H8 1.082, H9 1.080
2 C -0.36401 0.35302 1.43857  C1 1.560, C3 1.521, H10 1.089, H11 1.086
3 C -0.64132 0.54754 -0.04458  C2 1.521, C4 1.332, H12 1.082
4 C 0.36634 0.85757 -0.85784  C3 1.332, N5 1.424, H13 1.087
5 N 0.11917 0.95572 -2.25681  C4 1.424, C6 1.266
6 C 0.69359 1.91001 -2.85856  N5 1.266, H14 1.092, H15 1.081
7 N 0.01661 -1.99087 0.65339  C1 1.517, H16 1.031, H17 1.022, H18 1.034
8 H 0.13546 -1.37028 2.66884  C1 1.082
9 H -1.53796 -1.41270 1.88997  C1 1.080
10 H -1.15375 0.83788 2.01032  C2 1.089
11 H 0.60387 0.76925 1.70167  C2 1.086
12 H -1.68104 0.52096 -0.34353  C3 1.082
13 H 1.38316 0.99284 -0.49911  C4 1.087
14 H 1.37538 2.60232 -2.35994  C6 1.092
15 H 0.53075 2.05150 -3.91765  C6 1.081
16 H -0.59711 -2.21583 -0.14414  N7 1.031
17 H 0.52147 -2.82636 0.95739  N7 1.022
18 H 0.72107 -1.42646 0.14865  N7 1.034


No. 10
C5H11N2 | ωB97M-V/def2-TZVPD

## Properties
Electronic energy: -8335.1489 eV
SMILES: CC1(C)N=CC[NH2+]1
Charge: +1
Energy above the lowest of the compared OMol25 structures with the same formula, charge and spin: 45.43 kcal per mole
Highest occupied orbital energy: -15.177 eV

Bonds (Å) are listed after each position.
CARTESIAN COORDINATES (ANGSTROEM)
1 C 0.85788 -1.28361 -1.41662  C2 1.620, N6 1.268, H8 1.007
2 C 0.65859 0.25660 -1.87923  C1 1.620, N7 1.518, H9 1.095, H10 1.029
3 C 0.00073 -0.29517 0.45069  C4 1.421, C5 1.556, N6 1.509, N7 1.532
4 C 1.03825 0.16827 1.30449  C3 1.421, H11 1.132, H12 1.118, H13 1.081
5 C -1.39418 -0.55048 1.09152  C3 1.556, H14 1.217, H15 1.101, H16 1.132
6 N 0.32826 -1.56382 -0.29857  C1 1.268, C3 1.509
7 N -0.16469 0.71484 -0.68934  C2 1.518, C3 1.532, H17 1.012, H18 1.089
8 H 1.16179 -1.93534 -2.12170  C1 1.007
9 H 1.50402 0.95260 -1.88309  C2 1.095
10 H 0.17741 0.23271 -2.78798  C2 1.029
11 H 1.42856 -0.67154 1.95535  C4 1.132
12 H 0.77951 0.99250 2.01395  C4 1.118
13 H 1.78088 0.55952 0.62409  C4 1.081
14 H -2.05687 -0.82644 0.10861  C5 1.217
15 H -1.89051 0.29112 1.59848  C5 1.101
16 H -1.27085 -1.44309 1.77635  C5 1.132
17 H 0.14520 1.62679 -0.37939  N7 1.012
18 H -1.08884 0.57728 -1.24898  N7 1.089